A 3-piece molecular cluster, H5O3 overall at a distorted geometry, computed with ωB97M-V with the def2-TZVPD basis set.

The geometry in XYZ format:
```
8
Properties=species:S:1:pos:R:3:forces:R:3
O 0.72737 -0.65777 -0.93833 -0.51 1.39 -1.22
H 0.77656 0.09914 -1.57262 0.39 -0.97 0.55
O 0.89917 0.46211 1.57295 -0.06 0.07 -0.17
H 0.00800 0.10154 1.64868 -0.19 0.00 0.17
H 1.04422 0.21934 0.62878 0.18 -0.21 0.04
O -1.67366 -0.28288 -0.35999 0.88 0.46 -0.27
H -1.37536 0.62351 -0.17125 -0.57 -0.22 0.08
H -0.40630 -0.56500 -0.80823 -0.13 -0.51 0.82
```
Forces are in eV/Å.

Its LUMO energy is 5.022 eV. The energy above the lowest of the compared OMol25 structures with the same formula, charge and spin comes out at 7.73 kcal per mole. The total charge is -1. As for the HOMO energy: -0.1475 Eh. Its gap between HOMO and LUMO is 9.04 eV.

These are the natural (NBO) partial charges, in e, on atoms 1 to 6:
1. O -1.085
2. H 0.429
3. O -1.014
4. H 0.473
5. H 0.503
6. O -1.204